1.
Computed, not measured: a cluster of 4 separate species, H8O4 in total, with ωB97M-V with the def2-TZVPD basis set.

**M**: 72.1 g/mol
**Gap between HOMO and LUMO**: 9.191 eV
**Relative energy (zero: lowest compared OMol25 entry of this formula, charge and spin)**: 404.8 kJ/mol
**Electronic energy**: -305.6250 a.u.
**HOMO energy**: -0.3103 Ha

Last column: Mulliken charge in e.
Geometry (Å):
H1 -0.05607 0.92087 -0.47667  0.320
H2 0.39256 0.89129 0.97033  0.325
H3 -3.50841 -2.36248 -0.62258  0.305
H4 -3.77465 -2.10184 0.75045  0.315
H5 3.05477 -1.72096 -0.48517  0.329
H6 4.32479 -2.48002 0.11307  0.319
H7 -0.52636 2.51471 -0.76915  0.313
H8 0.00544 3.31003 0.31289  0.297
O1 -0.33690 0.84058 0.37478  -0.610
O2 -3.81585 -1.63076 -0.10514  -0.619
O3 3.95479 -1.61127 -0.03220  -0.647
O4 0.20895 2.53000 -0.21158  -0.647

Forces on atoms 1 to 2 (eV/Å):
1.48 -0.73 -2.56
0.62 0.00 0.02

2.
Computed, not measured: an isolated molecule of C4H4N2O2, with ωB97M-V with the def2-TZVPD basis set.

**M**: 112.1 g/mol
**Gap between HOMO and LUMO**: 8.921 eV
**Relative energy (zero: lowest compared OMol25 entry of this formula, charge and spin)**: 301.4 kJ/mol
**Electronic energy**: -414.7314 a.u.
**HOMO energy**: -0.3274 Ha

Last column: Mulliken charge in e.
Geometry (Å):
C1 1.61626 -0.12676 -0.05559  0.455
C2 -0.33990 -1.75117 0.01146  0.108
C3 -0.48587 1.23070 0.10616  0.042
C4 0.85062 1.14004 0.01437  -0.421
H1 -0.40812 -2.82818 -0.25544  0.363
H2 -2.61170 0.45178 0.12742  0.280
H3 -0.87523 2.22451 0.16642  0.366
H4 1.39649 2.12719 -0.08487  0.269
N1 -1.36311 -1.08500 -0.25665  -0.589
N2 -1.51407 0.30529 0.00706  -0.010
O1 2.83922 -0.30399 -0.16282  -0.514
O2 0.89541 -1.38440 0.38249  -0.348

Forces on atoms 1 to 2 (eV/Å):
3.02 -1.01 1.25
0.86 -0.52 -1.30

3.
Computed, not measured: a structure of composition C14H32InO3P, with ωB97M-V with the def2-TZVPD basis set.

**M**: 394.2 g/mol
**Total charge**: +2
**Gap between HOMO and LUMO**: 5.457 eV
**Electronic energy**: -1308.8940 a.u.
**HOMO energy**: -0.5707 Ha

Last column: Mulliken charge in e.
Geometry (Å):
C1 0.18501 2.84984 2.56890  -1.171
C2 -1.30531 2.78262 2.83399  0.030
C3 -2.18691 2.06387 1.78781  -0.515
C4 -1.72998 2.11988 0.31814  -0.749
C5 -2.11523 0.88367 -0.51833  -1.322
P1 -0.67814 -0.08747 -1.31065  -0.192
C6 0.40001 -0.22554 0.35442  -1.157
O1 1.16276 -1.34165 0.42368  -0.342
C7 1.75277 -1.50366 1.73609  0.126
C8 2.92428 -2.45953 1.62046  -1.317
C9 -1.54242 -1.97900 -1.07345  -1.048
C10 -1.72960 -2.30481 0.34972  0.546
C11 -2.23232 -3.75204 0.61559  -0.564
O2 -0.94205 -3.29510 0.89038  -0.327
O3 0.59675 -0.95588 -2.01787  -0.406
C12 1.11336 -0.45223 -3.21975  -0.953
C13 2.58160 0.01334 -3.07037  -0.032
C14 2.80010 1.28979 -3.88422  -1.365
H1 0.67113 1.88158 2.46941  0.208
H2 0.66247 3.37117 3.39058  0.418
H3 0.36894 3.46893 1.70558  0.423
H4 -1.72626 3.75376 3.04049  0.447
H5 -1.44492 2.25012 3.80024  -0.048
H6 -3.15961 2.53013 1.83869  0.425
H7 -2.37118 1.02565 2.08797  0.219
H8 -0.67979 2.36336 0.21466  0.441
H9 -2.27720 2.94412 -0.11300  0.485
H10 -2.85519 0.27059 -0.01547  0.571
H11 -2.61995 1.27545 -1.39284  0.531
H12 -0.08817 1.19489 -1.64799  0.412
H13 -1.38652 -0.04815 -2.58706  0.337
H14 1.06031 0.63668 0.28734  1.252
H15 -0.27617 -0.06773 1.20375  0.134
H16 2.07327 -0.53012 2.10208  0.174
H17 0.98085 -1.90323 2.39025  0.194
H18 3.84459 -1.93826 1.83074  0.414
H19 2.96982 -2.84362 0.61406  0.310
H20 2.80854 -3.27327 2.31598  0.319
H21 -2.50929 -1.95288 -1.55402  0.523
H22 -0.86264 -2.70598 -1.48609  0.546
H23 -2.08580 -1.52685 0.99781  0.127
H24 -2.41833 -4.19656 -0.34367  0.357
H25 -2.97933 -3.61005 1.37341  0.364
H26 0.52018 0.35388 -3.64836  0.578
H27 1.10029 -1.25622 -3.95013  0.362
H28 3.23622 -0.75264 -3.45139  0.407
H29 2.76125 0.20391 -2.02166  0.101
H30 2.48075 2.15027 -3.31419  0.348
H31 2.24489 1.23723 -4.80961  0.366
H32 3.84513 1.37749 -4.14139  0.393
In1 -0.94297 0.67028 4.40932  0.616

Forces on atoms 1 to 2 (eV/Å):
-0.24 0.52 0.58
-0.26 -0.12 -0.81

4.
Computed, not measured: the ion C3H7F3N3 with charge +1, with ωB97M-V with the def2-TZVPD basis set.

**M**: 142.1 g/mol
**Total charge**: +1
**Gap between HOMO and LUMO**: 10.043 eV
**Relative energy (zero: lowest compared OMol25 entry of this formula, charge and spin)**: 50.7 kJ/mol
**Electronic energy**: -581.9934 a.u.
**HOMO energy**: -0.5256 Ha

Last column: Mulliken charge in e.
Geometry (Å):
C1 0.69468 -0.74512 -0.03578  0.246
C2 -1.85521 -0.53807 0.12985  -0.921
C3 1.90293 0.06152 0.10918  0.853
N1 0.95193 -2.17981 -0.21467  -0.521
N2 -0.45398 0.05071 -0.06785  0.076
N3 -0.39118 1.45170 -0.07872  -0.282
F1 2.00554 1.04026 -0.92468  -0.283
F2 3.00423 -0.55437 0.12362  -0.174
F3 1.75581 0.85719 1.28877  -0.294
H1 -1.94476 -1.48397 -0.46728  0.271
H2 -1.93849 -0.76813 1.22412  0.358
H3 -2.69646 0.08504 -0.16297  0.378
H4 0.23742 -2.75645 -0.45700  0.222
H5 -0.08043 1.66194 -1.02846  0.361
H6 -1.34909 1.84343 -0.05083  0.387
H7 0.15706 1.97415 0.61267  0.323

Forces on atoms 1 to 2 (eV/Å):
-0.47 -7.31 -1.63
1.27 -1.34 0.92